Record 1
Formula: C14H18ClN5O2
Source: the OMol25 dataset
Level of theory: ωB97M-V/def2-TZVPD

Each line ends with the Löwdin charge.
Atoms and positions in Å:
C -5.9694 -0.7321 -0.8177  -0.113
C -4.4594 -0.8311 -0.9923  -0.272
C -3.8289 -1.6945 0.0984  -0.202
H -4.0351 -1.2586 1.0776  0.110
C -2.3147 -1.8250 -0.0685  -0.138
N -1.6770 -0.5517 0.0903  -0.211
N -1.6900 0.1335 1.1982  0.082
N -1.0479 1.2290 0.9897  0.097
C -0.6317 1.1799 -0.2883  -0.382
N -1.0301 0.0577 -0.8826  0.187
N 0.0637 2.1568 -0.9515  0.181
C 0.8855 3.1176 -0.4345  -0.457
O 1.3022 4.0148 -1.1281  0.086
C 1.2641 2.9552 1.0347  -0.105
O 1.5873 1.6332 1.3937  -0.060
C 2.6272 1.0064 0.7736  -0.255
C 3.4912 1.5928 -0.1428  -0.006
C 4.5102 0.8354 -0.6965  -0.091
C 4.6660 -0.4910 -0.3435  -0.624
C 3.8124 -1.1025 0.5748  -0.294
C 2.8002 -0.3342 1.1197  0.039
H 2.1163 -0.7612 1.8371  0.126
C 3.9894 -2.5386 0.9522  -0.073
H 4.9775 -2.6939 1.3833  0.078
H 3.2370 -2.8434 1.6740  0.076
H 3.9142 -3.1723 0.0695  0.077
Cl 5.9500 -1.4067 -1.0606  0.690
H 5.1851 1.2848 -1.4079  0.108
H 3.3905 2.6247 -0.4360  0.108
H 0.3987 3.2073 1.6547  0.132
H 2.0869 3.6480 1.2516  0.142
H -0.0380 2.1536 -1.9595  0.166
H -1.9115 -2.5066 0.6853  0.125
H -2.0554 -2.1833 -1.0663  0.127
H -4.2649 -2.6944 0.0711  0.116
H -4.2318 -1.2591 -1.9711  0.111
H -4.0284 0.1719 -0.9607  0.103
H -6.4247 -1.7187 -0.8667  0.072
H -6.2131 -0.2893 0.1452  0.074
H -6.4036 -0.1143 -1.5994  0.070

As for the relative energy (zero: lowest compared OMol25 entry of this formula, charge and spin): 0.0 kJ/mol. The HOMO-LUMO gap comes out at 9.13 eV. The HOMO energy is -8.5 eV. As for the SMILES: CCCCn1nnc(NC(=O)COc2ccc(Cl)c(C)c2)n1.

***

Record 2
Formula: C34H39BN9O6S3Ta
Source: the OMol25 dataset
Level of theory: ωB97M-V/def2-TZVPD

Each line ends with the Löwdin charge.
Atoms and positions in Å:
Ta -0.8828 0.1960 -0.4531  1.581
C -5.6277 -0.5228 -3.5079  -0.001
C -4.4261 0.0137 -2.7812  -0.264
N -3.7183 1.0307 -3.0943  0.032
O -4.0461 1.7602 -4.1919  0.010
C -3.9918 -0.6605 -1.5315  -0.237
C -4.9228 -1.5008 -0.7209  0.025
N -2.7993 -0.4827 -1.1059  -0.205
O -2.4278 -0.9731 0.1048  -0.350
H -5.6681 -0.2088 -4.5499  0.082
H -6.5553 -0.2099 -3.0257  0.109
H -5.6059 -1.6118 -3.5139  0.101
H -4.8832 1.4506 -4.5722  0.089
H -5.8839 -1.6389 -1.2039  0.083
H -5.0753 -1.0146 0.2461  0.106
H -4.4736 -2.4742 -0.5215  0.105
C -0.7679 0.8444 -4.8985  -0.001
C -0.9632 0.3294 -3.6175  -0.099
N -0.5066 0.9354 -2.5308  -0.009
C 0.2042 2.0866 -2.6682  -0.142
C 0.4419 2.6701 -3.9131  -0.118
C -0.0785 2.0186 -5.0464  0.048
C 1.2195 3.8729 -3.9899  0.011
C 1.7490 4.4193 -2.8757  0.010
C 1.5366 3.8202 -1.5891  -0.125
C 2.1100 4.3269 -0.4070  0.040
C 1.8809 3.6829 0.7770  0.012
C 1.0608 2.5486 0.7954  -0.107
N 0.4910 2.0625 -0.2952  -0.039
C 0.7470 2.6743 -1.4849  -0.156
H -1.1644 0.3115 -5.7502  0.127
H -1.4902 -0.6011 -3.4653  0.115
H 0.0859 2.4454 -6.0281  0.138
H 1.3900 4.3184 -4.9612  0.131
H 2.3574 5.3126 -2.9346  0.131
H 2.7369 5.2090 -0.4511  0.136
H 2.3185 4.0243 1.7041  0.132
H 0.8629 2.0316 1.7229  0.049
C -2.3578 -2.4421 2.8214  0.003
N -2.5617 -1.0165 3.0457  -0.097
C -3.6388 -0.4526 3.6943  -0.007
C -3.4011 0.8778 3.7587  -0.019
N -2.1902 1.1286 3.1542  -0.002
B -1.3975 2.4642 3.3154  -0.391
N -1.5324 3.4785 2.0922  0.022
C -1.1585 4.7852 2.3208  -0.035
C -1.2517 5.4687 1.1576  -0.014
N -1.6853 4.5732 0.2096  -0.100
C -2.0210 4.9088 -1.1691  -0.001
C -1.8487 3.3705 0.8028  -0.635
S -2.5303 2.0104 -0.0409  0.782
C -1.7079 -0.0368 2.7127  -0.639
S -0.1939 -0.2681 1.8722  0.796
H -3.1141 -2.9860 3.3801  0.103
H -1.3756 -2.7316 3.1883  0.093
H -2.4401 -2.6768 1.7638  0.079
H -4.4492 -1.0478 4.0756  0.134
H -3.9709 1.6628 4.2220  0.136
H -0.2295 2.2063 3.4495  0.075
H -1.8553 3.0426 4.2615  0.090
H -0.8648 5.1167 3.3010  0.137
H -1.0685 6.5033 0.9273  0.138
H -1.4060 5.7491 -1.4811  0.102
H -3.0723 5.1802 -1.2504  0.108
H -1.8292 4.0543 -1.8131  0.064
C 7.0541 -6.6291 3.0696  -0.036
C 6.1625 -5.4844 2.6784  -0.252
C 6.3154 -4.8525 1.4475  -0.021
C 5.4862 -3.8069 1.0721  -0.051
C 4.4880 -3.3950 1.9441  -0.298
C 4.3213 -3.9994 3.1860  -0.048
C 5.1600 -5.0392 3.5416  -0.022
S 3.4037 -2.1005 1.4722  0.623
O 2.9943 -1.3642 2.6280  -0.294
O 3.9692 -1.4530 0.3226  -0.278
N 2.0342 -2.8275 0.9328  -0.140
C 2.0042 -3.5187 -0.3388  -0.172
C 1.8709 -2.5357 -1.5284  -0.056
C 0.8480 -1.5080 -1.2350  -0.567
O -0.3999 -1.6543 -1.4722  -0.083
O 1.1548 -0.3992 -0.6823  -0.137
H 8.0243 -6.5600 2.5805  0.083
H 6.6024 -7.5789 2.7761  0.092
H 7.2092 -6.6570 4.1470  0.084
H 7.1055 -5.1728 0.7799  0.121
H 5.6251 -3.2940 0.1304  0.114
H 3.5642 -3.6360 3.8684  0.116
H 5.0491 -5.5066 4.5121  0.122
H 1.3434 -3.0295 1.6362  0.105
H 1.1778 -4.2267 -0.3242  0.134
H 2.9202 -4.0915 -0.5037  0.126
H 1.6083 -3.0805 -2.4347  0.139
H 2.8219 -2.0190 -1.6477  0.122

As for the relative energy (zero: lowest compared OMol25 entry of this formula, charge and spin): 5.3 kJ/mol. The HOMO-LUMO gap comes out at 6.54 eV. The charge is +2. The HOMO energy is -12.8 eV.

***

Record 3
Formula: C6H8
Source: the OMol25 dataset
Level of theory: ωB97M-V/def2-TZVPD

Each line ends with the Löwdin charge.
Atoms and positions in Å:
C 0.4996 1.5378 -0.1438  0.050
C 0.4976 0.2549 0.2878  -0.350
C -1.8895 -0.3023 -0.6089  -0.096
C -1.9318 0.2955 0.7861  0.124
C -0.7889 -0.5084 0.5386  -0.316
C 1.7344 -0.5819 0.3296  -0.070
H 1.3652 2.0391 -0.5554  0.063
H -2.6634 -1.0269 -0.7083  0.081
H -1.5408 0.1799 -1.4521  0.069
H -0.3976 2.0661 -0.1975  0.035
H -0.7667 -1.4596 1.0285  0.127
H 1.8576 -1.1777 1.2416  0.083
H 2.5301 0.0998 -0.1891  0.118
H 1.4942 -1.4163 -0.3571  0.083

As for the relative energy (zero: lowest compared OMol25 entry of this formula, charge and spin): 490.1 kJ/mol. The HOMO-LUMO gap comes out at 8.04 eV. The HOMO energy is -8.4 eV.

***

Record 4
Formula: C5H10
Source: the OMol25 dataset
Level of theory: ωB97M-V/def2-TZVPD

Each line ends with the Löwdin charge.
Atoms and positions in Å:
C -1.6758 1.3461 -0.7488  -0.108
C -0.5207 1.3265 -1.4048  -0.093
C 1.7982 -0.6834 -0.0463  -0.087
C 1.2943 -1.5958 0.7167  -0.090
C 1.3069 -0.2102 1.2910  -0.182
H -1.7543 1.7541 0.2566  0.049
H -2.5915 0.9547 -1.1862  0.047
H -1.5714 -1.1824 0.3887  0.014
H -0.4398 0.9194 -2.4100  0.051
H 0.3924 1.7154 -0.9596  0.047
H 2.2578 -0.3942 -0.9789  0.092
H 1.0191 -2.6248 0.8892  0.089
H -1.9116 -1.7294 0.7627  0.047
H 0.3722 0.3577 1.3532  0.053
H 2.0241 0.0461 2.0765  0.073

As for the relative energy (zero: lowest compared OMol25 entry of this formula, charge and spin): 458.2 kJ/mol. The HOMO-LUMO gap comes out at 10.79 eV. The HOMO energy is -9.4 eV. As for the SMILES: C1=CC1.[H][H].C=C.

***

Please write out number 4 again, unchanged.
Formula: C5H10
Source: the OMol25 dataset
Level of theory: ωB97M-V/def2-TZVPD

Each line ends with the Löwdin charge.
Atoms and positions in Å:
C -1.6758 1.3461 -0.7488  -0.108
C -0.5207 1.3265 -1.4048  -0.093
C 1.7982 -0.6834 -0.0463  -0.087
C 1.2943 -1.5958 0.7167  -0.090
C 1.3069 -0.2102 1.2910  -0.182
H -1.7543 1.7541 0.2566  0.049
H -2.5915 0.9547 -1.1862  0.047
H -1.5714 -1.1824 0.3887  0.014
H -0.4398 0.9194 -2.4100  0.051
H 0.3924 1.7154 -0.9596  0.047
H 2.2578 -0.3942 -0.9789  0.092
H 1.0191 -2.6248 0.8892  0.089
H -1.9116 -1.7294 0.7627  0.047
H 0.3722 0.3577 1.3532  0.053
H 2.0241 0.0461 2.0765  0.073

As for the relative energy (zero: lowest compared OMol25 entry of this formula, charge and spin): 458.2 kJ/mol. The HOMO-LUMO gap comes out at 10.79 eV. The HOMO energy is -9.4 eV. As for the SMILES: C1=CC1.[H][H].C=C.

***

The lowest relative energy (zero: lowest compared OMol25 entry of this formula, charge and spin) belongs to which entry? C14H18ClN5O2